[1]
C4H11NO | wB97M-V/def2-TZVPD

Its energy above the lowest of the compared OMol25 structures with the same formula, charge and spin is 38.0 kcal/mol. The SMILES is CNC[C@H](C)O. The calculation puts the total energy at -288.9564 Ha. As for the spin multiplicity: 1. The calculation puts the orbital gap at 10.46 eV. As for the HOMO energy: -9.419 eV. The calculation puts the maximum force at 2.6 eV Å⁻¹.

```
17
Properties=species:S:1:pos:R:3:mulliken_charge:R:1
C 0.8741 0.5196 2.4578 -0.956
N 0.6336 0.6953 1.0215 -0.425
C -0.0704 -0.4700 0.5271 -0.517
C -0.7368 -0.2224 -0.8832 0.366
C -0.7320 -1.3854 -1.8385 -1.330
O -0.0960 0.9407 -1.4823 -0.606
H 1.2338 -0.4549 2.7937 0.333
H -0.0539 0.8592 2.9386 0.327
H 1.5446 1.2542 2.9109 0.334
H 1.5378 0.6982 0.5525 0.205
H 0.4135 -1.4563 0.3579 0.291
H -0.8529 -0.7594 1.2401 0.390
H -1.7556 0.1567 -0.7215 0.193
H -1.6535 -1.4023 -2.4103 0.320
H 0.2600 -1.4589 -2.2874 0.365
H -0.7282 -2.2824 -1.2054 0.367
H -0.1231 1.5689 -0.7443 0.343
```



[2]
CH2N2O2S3 | wB97M-V/def2-TZVPD

Its energy above the lowest of the compared OMol25 structures with the same formula, charge and spin is 9.8 kcal/mol. The calculation puts the total energy at -1493.7534 Ha. As for the spin multiplicity: 1. The calculation puts the orbital gap at 9.19 eV. As for the HOMO energy: -10.239 eV. The calculation puts the maximum force at 6.1 eV Å⁻¹.

```
10
Properties=species:S:1:pos:R:3:mulliken_charge:R:1
C 1.1829 0.0608 -0.1579 0.163
N 0.6649 -0.8759 0.5528 -0.436
N -1.4495 0.1935 -0.6297 -0.141
O -0.6995 -2.3843 -0.7610 -0.503
O -2.8345 1.3683 0.9816 -0.491
S 2.7452 0.7363 -0.0287 -0.202
S -0.9634 -1.3322 0.2337 0.644
S -2.3310 1.2892 -0.4192 0.406
H 0.6502 0.4991 -1.0349 0.385
H 3.0348 0.4452 1.2632 0.174
```



[3]
C6H8N2O4 | wB97M-V/def2-TZVPD

Its energy above the lowest of the compared OMol25 structures with the same formula, charge and spin is 202.6 kcal/mol. The calculation puts the total energy at -643.6510 Ha. As for the spin multiplicity: 1. The calculation puts the orbital gap (spin up / spin down) at 7.99 / 7.96 eV. As for the HOMO energy (spin up / spin down): -8.990 / -8.987 eV. The calculation puts the maximum force at 3.1 eV Å⁻¹.

```
20
Properties=species:S:1:pos:R:3:mulliken_charge:R:1
C -0.9103 1.6393 1.3081 0.360
C -1.6105 0.5804 0.9096 -0.578
C -0.9138 -0.4169 0.1612 0.356
C -3.9557 -1.3865 -1.0918 0.765
C -0.8186 2.9694 1.8025 -0.431
C 0.2949 2.4059 1.3820 -0.013
N 2.6075 1.3357 0.4561 -0.204
N 2.4731 -3.1081 -1.8600 -0.649
O -3.8852 -0.9495 -2.1342 -0.365
O -1.3148 -1.2763 -0.6123 -0.550
O -4.0556 -1.7943 -0.0267 -0.394
O 2.2272 2.4103 1.0848 -0.239
H -2.6765 0.4960 0.9820 0.353
H 0.1814 -0.3688 0.3242 0.172
H -1.4101 3.9011 2.1834 0.283
H 2.7565 1.2872 -0.5325 0.235
H 3.0965 0.6791 1.0469 0.240
H 1.9444 -2.5019 -1.2197 0.210
H 2.5761 -2.7283 -2.7859 0.218
H 3.3932 -3.1737 -1.3777 0.230
```



[4]
C5H11NO | wB97M-V/def2-TZVPD

Its energy above the lowest of the compared OMol25 structures with the same formula, charge and spin is 25.2 kcal/mol. The SMILES is CNC(=O)C(C)C. The calculation puts the total energy at -327.0911 Ha. As for the spin multiplicity: 1. The calculation puts the orbital gap at 10.42 eV. As for the HOMO energy: -9.589 eV. The calculation puts the maximum force at 2.8 eV Å⁻¹.

```
18
Properties=species:S:1:pos:R:3:mulliken_charge:R:1
C -2.7807 0.4254 -0.2055 -0.897
N -1.3984 0.0342 -0.3505 -0.138
C -0.5112 0.0940 0.6754 0.602
O -0.7925 0.6120 1.7487 -0.647
C 0.8811 -0.4768 0.3274 0.412
C 1.3314 -0.4439 -1.2579 -1.562
C 1.9194 0.2253 1.2085 -1.315
H -3.4315 -0.4507 -0.1095 0.284
H -3.0976 1.0225 -1.0660 0.287
H -2.8632 1.0260 0.7011 0.333
H -1.1359 -0.5466 -1.1263 0.202
H 0.9291 -1.5298 0.1435 0.227
H 1.1348 0.5486 -1.6259 0.408
H 0.8596 -1.1710 -1.9664 0.410
H 2.4064 -0.6831 -1.3459 0.373
H 2.8601 -0.3244 1.2557 0.368
H 2.1016 1.2105 0.7590 0.312
H 1.5875 0.4278 2.2347 0.342
```



[5]
C25H29Cl2N4O2RbSi2 | wB97M-V/def2-TZVPD

Its energy above the lowest of the compared OMol25 structures with the same formula, charge and spin is 0.0 kcal/mol. The calculation puts the total energy at -2863.1749 Ha. As for the spin multiplicity: 1. Its charge is -2. The calculation puts the orbital gap at 5.58 eV. As for the HOMO energy: -1.594 eV. The calculation puts the maximum force at 0.5 eV Å⁻¹.

```
65
Properties=species:S:1:pos:R:3:mulliken_charge:R:1
Rb -0.4046 -0.1722 0.4511 0.779
Cl -1.0295 -7.0631 3.4872 -0.283
C -1.2493 -5.7357 2.3658 0.026
C -0.3306 -4.7054 2.3613 -0.298
C -0.4347 -3.6005 1.5050 -0.295
N 0.4331 -2.5021 1.6197 0.027
C 1.6620 -2.6867 2.0709 0.147
O 2.3045 -3.7296 2.3255 -0.786
C 2.4264 -1.3984 2.4158 0.217
C 3.3180 -1.4695 3.4886 -0.621
C 3.9917 -0.3307 3.8825 -0.236
C 3.7805 0.8523 3.1855 -0.740
C 2.8958 0.8266 2.1207 -0.173
N 2.2311 -0.2646 1.7416 -0.066
C -1.5428 -3.5679 0.5932 -0.036
C -2.4455 -4.6391 0.6203 -0.285
C -2.3137 -5.7031 1.4896 0.028
Cl -3.5058 -6.9851 1.4470 -0.283
N -1.7892 -2.4377 -0.2009 -0.097
C -2.4450 -2.5738 -1.3393 0.174
O -2.8280 -3.5879 -1.9647 -0.788
C -2.8817 -1.2522 -1.9960 0.194
C -4.0582 -1.2812 -2.7492 -0.621
C -4.5262 -0.1110 -3.3127 -0.301
C -3.8046 1.0624 -3.1297 -0.620
C -2.6394 0.9950 -2.3845 0.044
N -2.1865 -0.1277 -1.8299 -0.060
H 0.5105 -4.7540 3.0338 0.517
H 3.4482 -2.4262 3.9727 0.420
H 4.6704 -0.3594 4.7280 0.394
H 4.2704 1.7768 3.4614 0.389
H 2.6846 1.7313 1.5588 0.368
H -3.2675 -4.6326 -0.0775 0.513
H -4.5561 -2.2326 -2.8658 0.414
H -5.4465 -0.1078 -3.8865 0.388
H -4.1327 2.0069 -3.5437 0.367
H -2.0433 1.8852 -2.2068 0.197
C 0.6973 3.9601 -1.3817 -0.996
Si 0.2190 4.3663 0.4132 -0.093
C -1.0779 5.7508 0.2760 -1.109
C 1.7580 5.2861 1.0908 -1.143
C -0.3189 2.9140 1.3101 1.057
Si -0.9832 2.8412 2.9755 0.113
C -2.3497 4.1248 3.2892 -1.079
C 0.2606 3.1576 4.3933 -1.021
C -1.7273 1.1522 3.3999 -1.074
H 1.1354 4.8184 -1.8995 0.347
H -0.1811 3.6325 -1.9433 0.223
H 1.4261 3.1445 -1.4095 0.228
H -0.7221 6.5412 -0.3929 0.330
H -1.2924 6.2099 1.2437 0.298
H -2.0168 5.3577 -0.1195 0.258
H 2.0039 6.1740 0.4955 0.328
H 2.6332 4.6301 1.0946 0.272
H 1.5885 5.6026 2.1236 0.312
H 0.2790 2.0341 1.0744 -0.745
H -1.9590 5.1448 3.2683 0.258
H -2.8013 3.9668 4.2740 0.282
H -3.1342 4.0520 2.5333 0.281
H 0.7195 4.1447 4.2899 0.282
H 1.0664 2.4187 4.3719 0.201
H -0.2197 3.1048 5.3779 0.321
H -2.5312 0.8813 2.7099 0.263
H -2.1446 1.1643 4.4120 0.321
H -0.9876 0.3448 3.3818 0.272
```



[6]
C17H39Br2FN5O5Pt | wB97M-V/def2-TZVPD

Its energy above the lowest of the compared OMol25 structures with the same formula, charge and spin is 81.3 kcal/mol. The calculation puts the total energy at -6687.8659 Ha. As for the spin multiplicity: 3. Its charge is +1. The calculation puts the orbital gap (spin up / spin down) at 4.23 / 2.70 eV. As for the HOMO energy (spin up / spin down): -10.918 / -10.918 eV. The calculation puts the maximum force at 4.0 eV Å⁻¹.

```
70
Properties=species:S:1:pos:R:3:lowdin_spin:R:1
Pt 13.3049 -18.5160 9.4124 1.563
F 14.1885 -20.0890 10.5282 0.206
Br 10.9418 -23.3080 9.5521 0.002
C 11.2918 -21.7465 10.6811 0.004
C 9.9502 -21.2760 11.2460 0.000
Br 9.3029 -22.4620 12.7328 0.001
H 11.6875 -20.8816 10.1486 0.005
H 12.0317 -21.9541 11.4542 0.000
H 9.1054 -21.2002 10.5613 0.000
H 9.9556 -20.2984 11.7281 0.000
C 16.3587 -17.6287 8.1281 0.013
O 15.3694 -18.0347 8.7279 0.095
N 16.6834 -16.3339 7.9017 0.003
C 17.7965 -15.9147 7.0300 0.001
C 15.8676 -15.2663 8.5774 0.000
H 17.0803 -18.3154 7.6592 0.004
H 18.5315 -15.5632 7.7540 0.000
H 17.5523 -15.1062 6.3410 0.000
H 18.2817 -16.7107 6.4651 0.000
H 16.4890 -14.8002 9.3421 0.000
H 15.6583 -14.5028 7.8282 0.000
H 15.0276 -15.6602 9.1496 0.000
C 17.4591 -16.8738 11.8634 0.000
O 18.4123 -16.1117 11.7480 0.000
N 17.3086 -17.9714 12.7153 0.000
C 15.9621 -18.5083 12.9455 0.000
C 18.3398 -18.2823 13.6516 0.000
H 16.5613 -16.8216 11.2282 0.000
H 16.0580 -19.5915 13.0194 0.000
H 15.1818 -18.1729 12.2623 -0.001
H 15.6991 -18.1108 13.9257 0.000
H 18.3364 -19.3643 13.7836 0.000
H 19.3489 -17.9964 13.3548 0.000
H 18.1454 -17.8555 14.6355 0.000
C 12.5256 -19.4332 13.3242 0.003
O 11.9712 -18.4766 12.7660 0.080
N 11.9553 -20.1764 14.2526 0.009
C 12.7472 -21.2255 14.9796 0.001
C 10.5748 -19.8276 14.7469 0.001
H 13.5560 -19.7853 13.1615 0.002
H 12.8446 -21.0790 16.0553 0.000
H 13.7951 -21.3202 14.6948 0.000
H 12.3371 -22.2257 14.8401 0.001
H 10.0280 -19.2025 14.0409 0.001
H 9.9862 -20.7369 14.8688 0.000
H 10.5636 -19.3635 15.7331 0.000
C 14.2544 -25.7414 8.4010 0.000
O 14.6966 -26.6692 7.6629 0.000
N 14.9174 -24.6310 8.8173 0.000
C 14.3960 -23.8215 9.8664 0.000
C 16.2904 -24.3704 8.3819 0.000
H 13.3189 -25.7956 8.9791 0.000
H 13.3448 -23.9923 10.0986 0.000
H 14.4378 -22.8088 9.4654 0.000
H 15.0483 -23.9134 10.7347 0.000
H 16.2942 -23.3145 8.1116 0.000
H 16.9956 -24.6077 9.1784 0.000
H 16.5830 -24.9578 7.5115 0.000
C 15.3630 -22.5408 12.7979 0.001
O 14.9393 -23.4809 13.4319 0.001
N 16.6852 -22.2498 12.6032 0.000
C 17.1672 -21.5187 11.4467 0.001
C 17.7090 -22.9577 13.4123 0.000
H 14.7646 -21.7966 12.2498 0.001
H 16.4559 -20.9189 10.8790 0.000
H 17.6209 -22.0708 10.6236 0.000
H 18.0076 -20.8558 11.6527 0.000
H 18.4944 -22.2545 13.6895 0.000
H 17.2905 -23.2458 14.3767 0.000
H 18.1021 -23.8324 12.8940 0.000
```



Q: What is the spin multiplicity in the first record?
A: 1